{
  "formula": "CN2O25S4Sn5",
  "method": "ωB97M-V with the def2-TZVPD basis set",
  "species": ["Sn", "Sn", "Sn", "Sn", "Sn", "N", "O", "O", "O", "N", "O", "O", "O", "C", "O", "O", "O", "S", "O", "O", "O", "O", "S", "O", "O", "O", "O", "S", "O", "O", "O", "O", "S", "O", "O", "O", "O"],
  "xyz": [[7.217295, -16.897117, 1.929285], [6.159840, -8.856936, 6.687384], [11.928336, -14.988017, 3.162015], [7.781822, -12.917892, 4.422980], [10.872119, -10.710291, 7.299228], [10.675077, -14.531222, 6.741039], [11.855764, -14.772079, 6.809514], [9.840203, -14.982396, 7.374481], [10.385055, -13.657834, 5.937930], [9.301949, -17.112089, 5.276374], [10.523840, -17.400346, 5.382183], [8.389349, -17.527670, 6.015251], [9.035856, -16.247832, 4.545573], [9.146475, -9.775647, 4.339351], [8.500114, -9.823329, 5.375670], [9.261125, -8.667276, 3.714268], [9.757778, -10.835690, 4.133420], [4.814307, -15.315422, 4.017704], [5.004189, -16.745603, 4.112044], [5.469180, -14.609127, 2.930506], [3.404620, -14.938042, 4.253462], [5.589179, -14.843857, 5.154700], [4.247235, -10.763764, 3.064913], [5.199585, -11.031357, 1.952689], [3.444823, -9.487107, 2.999091], [3.359655, -11.913129, 2.876232], [5.082514, -10.666752, 4.271213], [6.896322, -12.354850, 8.190921], [6.601420, -13.856668, 8.333587], [6.155311, -11.727777, 7.119914], [6.564515, -11.693260, 9.465163], [8.283515, -12.010109, 7.886599], [8.279812, -13.192087, 1.020211], [7.640744, -12.168731, 1.786429], [7.178922, -14.107394, 0.404956], [9.185415, -12.612814, 0.012697], [9.084035, -14.074273, 1.926054]],
  "forces_ev_per_angstrom": [[-1.464, 4.025, 2.007], [1.347, -4.317, -1.972], [-1.987, 0.167, 0.723], [-0.758, -0.009, -0.744], [-3.601, -1.978, -1.961], [2.311, 1.006, -0.816], [3.952, -1.649, 0.787], [-4.297, -3.517, 4.070], [-1.609, 4.963, -4.529], [0.717, -3.411, 5.854], [0.315, -1.156, 0.206], [1.317, -1.373, -0.341], [-2.006, 6.164, -7.133], [2.544, 5.062, -4.486], [-5.761, 0.378, 8.482], [-0.059, -1.628, 0.146], [2.495, -3.568, -1.134], [-2.316, 2.925, 4.912], [0.879, -4.221, -3.138], [1.593, -0.765, -4.567], [0.851, -0.739, -1.459], [1.952, 1.936, 2.382], [-1.077, 2.861, -1.131], [-0.414, 0.499, -0.161], [1.191, -1.783, -0.312], [-0.118, -0.323, 0.792], [0.861, -0.349, 1.872], [-1.404, -4.405, 5.553], [1.285, 4.202, -1.369], [-2.671, 2.804, -3.865], [-0.139, 0.622, 0.047], [4.994, 0.437, -1.056], [-0.245, -1.462, -4.000], [-0.893, 1.379, 2.821], [1.912, -0.128, 0.916], [-0.782, -0.833, 0.418], [1.084, -1.816, 2.187]],
  "total_energy_ev": -127676.1954,
  "orbital_gap_ev": 1.76,
  "multiplicity": 1,
  "charge": -2,
  "lumo_energy_ev": -0.04
}